The following is a DFT calculation (ωB97M-V/def2-TZVPD) of a structure of composition C21H25MoN9O5.

Element x y z (Å)
Mo1 0.24663 -0.36893 0.55023
C1 5.07133 -1.03783 -1.95017
O1 4.08133 -0.61713 -1.02587
C2 3.75033 0.68507 -0.99337
C3 4.35613 1.71517 -1.69717
C4 3.86353 3.01797 -1.61797
C5 2.74953 3.31607 -0.86987
C6 2.07603 2.30097 -0.16037
C7 0.93073 2.57897 0.63533
N1 0.14333 1.63107 1.08203
N2 -0.79837 1.93867 1.98723
C8 -1.41847 0.86717 2.38813
O2 -1.09057 -0.25143 1.74723
C9 -2.33667 0.81387 3.50243
C10 -2.59657 1.93787 4.29723
C11 -3.34797 1.80297 5.44783
C12 -3.85177 0.56097 5.81543
C13 -3.62337 -0.55103 5.01473
C14 -2.87217 -0.43123 3.86513
C15 2.61053 0.97887 -0.19777
O3 2.00933 0.01787 0.46003
H1 5.12283 -2.11973 -1.85397
H2 6.04623 -0.60933 -1.71237
H3 4.78613 -0.77523 -2.97247
H4 5.22073 1.51457 -2.30747
H5 4.36223 3.79767 -2.17197
H6 2.36613 4.32347 -0.84377
H7 0.72793 3.60877 0.91853
H8 -2.17817 2.88637 4.00263
H9 -3.53127 2.65777 6.07893
H10 -4.42657 0.45587 6.72273
H11 -4.02117 -1.51213 5.29903
H12 -2.67187 -1.28943 3.23533
N3 -2.97697 1.78997 -0.26847
N4 -3.03987 1.93477 -1.65707
C16 -2.06707 1.41997 -2.42067
N5 -2.08127 1.59547 -3.73517
N6 -1.11367 0.75387 -1.75077
N7 -0.10057 0.19037 -2.34577
O4 0.73883 -0.29313 -1.51967
O5 0.05403 0.07367 -3.55157
H13 -3.86837 1.46877 0.10043
H14 -2.73807 2.66947 0.18573
H15 -3.74947 2.52677 -2.08417
H16 -2.79907 2.13277 -4.19487
H17 -1.34487 1.16787 -4.29227
C17 -0.68287 -3.94923 -3.26617
C18 -0.29617 -3.51663 -1.90987
C19 0.76643 -3.90403 -1.11027
C20 0.69733 -3.12993 0.05063
N8 -0.35807 -2.29503 -0.02927
N9 -0.95287 -2.55663 -1.22517
C21 1.54813 -3.21013 1.26593
H18 -0.01917 -4.73723 -3.60747
H19 -0.60837 -3.11323 -3.96217
H20 -1.70637 -4.31853 -3.29327
H21 1.49623 -4.65413 -1.33807
H22 -1.85777 -2.16023 -1.44877
H23 1.72423 -4.25593 1.52063
H24 1.05393 -2.72393 2.11443
H25 2.52563 -2.75043 1.09733

Properties
F_max	3.5	eV/Å
energy above the lowest of the compared OMol25 structures with the same formula, charge and spin	0.956	eV
Kohn-Sham gap (alpha / beta)	6.4 / 6.3	eV
HOMO energy (alpha / beta)	-13.6 / -13.6	eV
charge	+2

Listed below, in e, are the Mulliken charges computed for each atom: 1.232, -0.988, -0.359, 0.509, -0.563, -0.851, -1.119, 0.495, -0.389, 0.643, -1.309, 0.814, -0.759, 0.466, -0.371, -0.731, -0.367, -0.732, -0.269, 1.264, -0.851, 0.258, 0.388, 0.421, 0.474, 0.434, 0.469, 0.497, 0.478, 0.412, 0.422, 0.432, 0.393, -0.360, -0.302, 0.635, -0.309, -0.091, 0.854, -0.266, -0.812, 0.285, 0.276, 0.175, 0.187, 0.209, -1.267, 0.927, -1.132, 0.988, -0.278, 0.018, -1.306, 0.363, 0.289, 0.363, 0.473, 0.263, 0.454, 0.305, 0.217

---

The following is a DFT calculation (ωB97M-V/def2-TZVPD) of an isolated molecule of C21H25N3O5.

Element x y z (Å)
C1 -4.98968 -1.36815 -1.83137
C2 -3.68251 -1.51721 -1.10831
C3 -2.47642 -1.31285 -1.76065
C4 -1.29331 -1.45546 -1.05459
C5 0.02239 -1.18486 -1.74107
O1 0.08011 -0.51181 -2.76017
N1 1.09537 -1.69489 -1.10459
C6 2.42404 -1.18407 -1.37472
C7 2.53399 0.33717 -1.17973
C8 3.96564 0.84305 -0.98426
C9 4.90427 0.33824 -2.07322
C10 3.93381 2.37512 -0.97479
C11 2.91492 2.94192 0.01030
C12 1.53879 2.31066 -0.18836
N2 1.65801 0.85447 -0.12030
C13 1.57417 0.20922 1.08134
O2 2.28331 -0.73935 1.38586
C14 0.48337 0.65861 1.99769
C15 -0.80428 1.11131 1.54861
C16 -1.76876 1.40626 2.43616
C17 -1.54070 1.28866 3.86456
O3 -2.30873 1.54529 4.74531
O4 -0.27331 0.82040 4.22949
C18 0.66088 0.51731 3.32105
N3 -1.24613 -1.80408 0.22713
C19 -2.40168 -1.99184 0.85989
C20 -3.64000 -1.85721 0.24713
C21 -4.91387 -2.07119 1.01542
O5 -4.61141 -2.33298 2.37212
H1 -5.57697 -0.54792 -1.41198
H2 -4.82820 -1.16273 -2.88757
H3 -5.59486 -2.27301 -1.74734
H4 -2.43312 -1.02766 -2.80346
H5 0.91540 -2.06010 -0.17947
H6 3.11542 -1.70971 -0.72189
H7 2.68508 -1.40015 -2.41117
H8 2.14115 0.79443 -2.09390
H9 4.31055 0.48063 -0.00921
H10 4.52144 0.60097 -3.06348
H11 5.89060 0.79285 -1.96746
H12 5.03264 -0.74363 -2.03737
H13 4.92987 2.76478 -0.75138
H14 3.68359 2.71607 -1.98709
H15 3.23963 2.73969 1.03643
H16 2.84046 4.02653 -0.09603
H17 0.84919 2.66896 0.57231
H18 1.12662 2.57097 -1.16727
H19 -0.99450 1.18096 0.48388
H20 -2.75671 1.72860 2.14299
H21 1.57140 0.13802 3.76330
H22 -2.34575 -2.25867 1.90648
H23 -5.54513 -1.17864 0.92103
H24 -5.46853 -2.90703 0.56967
H25 -5.43156 -2.46598 2.85407

Properties
SMILES string	Cc1cc(C(=O)NC[C@@H]2[C@@H](C)CCCN2C(=O)c2ccc(=O)oc2)ncc1CO
F_max	0.2	eV/Å
energy above the lowest of the compared OMol25 structures with the same formula, charge and spin	1.390	eV
Kohn-Sham gap	9.3	eV
HOMO energy	-9.0	eV
charge	0

Listed below, in e, are the Mulliken charges computed for each atom: -1.626, 1.439, -0.889, 0.292, 0.289, -0.723, -0.123, -1.827, -0.187, 0.645, -1.820, -0.962, -0.790, -0.737, 0.640, 0.195, -0.646, -0.290, 0.099, -0.708, 0.086, -0.600, -0.325, -0.065, -0.363, -1.003, 0.688, -0.730, -0.507, 0.342, 0.368, 0.358, 0.487, 0.436, 0.458, 0.522, 0.638, 0.259, 0.371, 0.460, 0.388, 0.395, 0.326, 0.273, 0.441, 0.647, 0.330, 0.612, 0.449, 0.505, 0.506, 0.333, 0.342, 0.297

---

The following is a DFT calculation (ωB97M-V/def2-TZVPD) of an isolated molecule of C21H25N3O5S.

Element x y z (Å)
C1 -4.48441 -1.60161 -0.93761
O1 -3.60054 -2.27832 -0.07058
C2 -2.26187 -2.11073 -0.22111
C3 -1.45658 -2.86090 0.63937
C4 -0.08251 -2.79554 0.56981
C5 0.53370 -1.96841 -0.36896
N1 1.92469 -1.90468 -0.52179
C6 2.87713 -2.62887 0.12612
O2 2.66819 -3.38826 1.04572
C7 4.27611 -2.40715 -0.43484
C8 4.83869 -1.02952 -0.06932
N2 4.15654 0.03469 -0.78074
S1 3.97458 1.51781 0.01635
O3 4.48113 2.53200 -0.86299
O4 4.49893 1.40279 1.34319
C9 2.20178 1.63553 0.08019
C10 1.54761 2.37536 -0.88130
C11 0.16231 2.45959 -0.88794
C12 -0.54816 1.76813 0.08483
C13 0.13751 1.05596 1.08424
C14 1.51033 0.97649 1.08493
C15 -0.83566 0.45696 2.04756
C16 -2.17855 1.05867 1.61099
C17 -2.67764 2.13272 2.57234
N3 -1.91569 1.66146 0.29137
C18 -2.98046 1.86466 -0.53861
C19 -2.72429 2.39138 -1.92742
O5 -4.10528 1.59702 -0.16045
C20 -0.26588 -1.20712 -1.21450
C21 -1.64761 -1.27364 -1.14731
H1 -4.46939 -0.52139 -0.76860
H2 -4.26100 -1.81864 -1.98653
H3 -5.47486 -1.98338 -0.69605
H4 -1.93962 -3.50456 1.35718
H5 0.52196 -3.39105 1.23222
H6 2.26089 -1.22476 -1.19146
H7 4.26411 -2.52408 -1.52030
H8 4.92237 -3.17184 -0.00354
H9 4.69431 -0.83194 0.99418
H10 5.91658 -1.01504 -0.26922
H11 4.53034 0.20545 -1.70255
H12 2.13875 2.90004 -1.61451
H13 -0.31486 3.07496 -1.62841
H14 2.05217 0.43414 1.84213
H15 -0.59573 0.72119 3.07708
H16 -0.83152 -0.63157 1.96682
H17 -2.95466 0.29829 1.48785
H18 -2.87452 1.69396 3.54654
H19 -3.60011 2.56646 2.19557
H20 -1.93217 2.91828 2.67968
H21 -2.44545 3.44182 -1.88378
H22 -1.94172 1.82585 -2.42611
H23 -3.65153 2.30742 -2.49010
H24 0.19938 -0.55704 -1.94328
H25 -2.23787 -0.67901 -1.82640

Properties
SMILES string	COc1ccc(NC(=O)CCNS(=O)(=O)c2ccc3c(c2)C[C@@H](C)N3C(C)=O)cc1
F_max	0.8	eV/Å
energy above the lowest of the compared OMol25 structures with the same formula, charge and spin	1.595	eV
Kohn-Sham gap	8.4	eV
HOMO energy	-8.0	eV
charge	0

Listed below, in e, are the Mulliken charges computed for each atom: -0.653, -0.480, 0.568, -0.796, -0.559, 0.125, 0.056, 0.578, -0.654, -1.062, -0.623, -0.320, 1.368, -0.756, -0.696, 0.176, -1.042, -1.080, -0.252, 1.365, -0.638, -0.696, 0.019, -1.657, 0.343, 0.998, -1.774, -0.670, -0.413, -0.436, 0.160, 0.334, 0.279, 0.401, 0.551, 0.276, 0.348, 0.411, 0.426, 0.393, 0.321, 0.530, 0.500, 0.521, 0.559, -0.087, 0.364, 0.441, 0.423, 0.367, 0.436, 0.492, 0.337, 0.409, 0.472

---

The following is a DFT calculation (ωB97M-V/def2-TZVPD) of a cluster of 4 separate species, C21H25N4O in total.

Element x y z (Å)
O1 3.75248 -1.43418 3.19601
C1 3.33722 -1.44559 2.02151
C2 2.55948 -0.15257 1.41911
N1 1.09821 -0.42671 1.69624
C3 0.41421 0.17313 2.65078
C4 -1.04993 -0.50739 2.55901
C5 -1.06274 -1.53829 1.31150
C6 0.47157 -1.47459 0.84003
H1 3.43016 -2.35454 1.33754
H2 2.87637 0.81680 1.95258
H3 2.77482 0.01624 0.30725
H4 0.77765 0.96686 3.39267
H5 -1.06488 -1.13537 3.52303
H6 -1.93461 0.20507 2.67237
H7 -1.85966 -1.27690 0.53277
H8 -1.14015 -2.57309 1.78516
H9 1.03555 -2.46863 0.70519
H10 0.49627 -1.04804 -0.23306
N2 -1.47743 -3.99547 6.10622
C7 -1.70355 -3.39744 7.28609
C8 -0.80042 -2.54829 7.90644
C9 0.40995 -2.30347 7.27516
C10 0.67038 -2.91075 6.05456
C11 -0.30009 -3.74093 5.51581
H11 -2.66204 -3.62247 7.74174
H12 -1.03758 -2.09099 8.85866
H13 1.14331 -1.64612 7.72920
H14 1.60547 -2.74277 5.53364
H15 -0.14507 -4.23640 4.56194
N3 1.93674 0.47880 -2.14362
C12 0.79330 0.42527 -2.84782
C13 0.71631 0.64957 -4.21168
C14 1.88587 0.95144 -4.89356
C15 3.08113 1.01544 -4.19161
C16 3.05424 0.77135 -2.82898
H16 -0.09524 0.18918 -2.27035
H17 -0.23276 0.59102 -4.72797
H18 1.86623 1.13496 -5.96194
H19 4.01224 1.24894 -4.69205
H20 3.96386 0.80628 -2.23773
N4 -1.74159 2.65614 -5.45243
C17 -1.49625 3.97290 -5.54218
C18 -2.43625 4.90675 -5.94619
C19 -3.70503 4.45772 -6.28204
C20 -3.98556 3.10161 -6.20020
C21 -2.97771 2.24863 -5.78150
H21 -0.48938 4.27478 -5.27240
H22 -2.18284 5.95807 -5.99747
H23 -4.46789 5.15769 -6.60423
H24 -4.96464 2.71621 -6.45518
H25 -3.14968 1.18013 -5.69808

Properties
F_max	4.3	eV/Å
energy above the lowest of the compared OMol25 structures with the same formula, charge and spin	0.035	eV
Kohn-Sham gap	7.4	eV
HOMO energy	-11.6	eV
charge	+1

Listed below, in e, are the Mulliken charges computed for each atom: -0.432, 0.120, -0.184, 0.182, 0.079, -0.486, -0.447, -0.055, 0.341, 0.344, -0.050, 0.367, 0.128, 0.400, 0.335, 0.253, 0.360, -0.222, -0.558, -0.231, -0.309, -0.326, -0.307, -0.343, 0.374, 0.367, 0.396, 0.478, 0.462, -0.253, -0.110, -0.582, -0.148, -0.691, -0.020, 0.395, 0.247, 0.420, 0.368, 0.340, -0.228, -0.162, -0.612, -0.108, -0.663, 0.007, 0.348, 0.355, 0.369, 0.355, 0.338

---

The following is a DFT calculation (ωB97M-V/def2-TZVPD) of an isolated molecule of C21H25N5O2S.

Element x y z (Å)
C1 -2.29082 3.68099 -7.84687
C2 -1.72363 3.49998 -6.47794
C3 -0.68296 4.23999 -5.99864
C4 -0.14536 4.05983 -4.68117
O1 0.76695 4.65726 -4.15759
N1 -0.83396 3.03242 -3.97729
N2 -0.50613 2.69225 -2.71269
C5 -1.25003 1.74554 -2.26106
N3 -1.14884 1.22502 -1.04233
C6 -2.00016 0.15326 -0.57514
C7 -2.15014 0.26507 0.93629
C8 -0.79224 0.02329 1.62161
C9 -0.60471 -1.48125 1.81172
O2 -0.36446 -2.22276 0.88181
N4 -0.79064 -1.92087 3.07542
C10 -0.41837 -3.25984 3.47592
C11 0.90163 -3.24732 4.27008
C12 1.38606 -4.67225 4.53001
C13 1.91677 -2.41806 3.51892
C14 2.39634 -2.81794 2.27776
C15 3.27339 -2.01653 1.57066
C16 3.68546 -0.80178 2.09186
C17 3.21862 -0.39604 3.32945
C18 2.33899 -1.19938 4.03411
C19 0.35177 0.55343 0.74270
C20 -0.10871 1.69861 -0.14734
S1 -2.48084 1.16229 -3.42544
C21 -1.85856 2.34930 -4.54595
N5 -2.32251 2.53499 -5.73465
H1 -3.34898 3.92385 -7.77281
H2 -2.20831 2.74786 -8.40070
H3 -1.77138 4.46996 -8.38176
H4 -0.21579 5.00269 -6.60024
H5 -2.97432 0.23520 -1.06554
H6 -1.56717 -0.82377 -0.82285
H7 -2.87991 -0.46761 1.28336
H8 -2.52355 1.25907 1.18856
H9 -0.78804 0.52242 2.59429
H10 -0.89645 -1.24566 3.81660
H11 -1.21983 -3.70007 4.07654
H12 -0.30305 -3.83497 2.55557
H13 0.71288 -2.76512 5.23721
H14 0.64392 -5.22363 5.10321
H15 2.31627 -4.65408 5.09276
H16 1.55931 -5.19965 3.59627
H17 2.07364 -3.75367 1.84882
H18 3.63181 -2.33865 0.60451
H19 4.36605 -0.17416 1.53598
H20 3.53587 0.54884 3.74680
H21 1.97725 -0.87327 5.00053
H22 0.70876 -0.26381 0.11257
H23 1.18432 0.88070 1.36521
H24 -0.48912 2.53016 0.45851
H25 0.71288 2.07788 -0.75762

Properties
SMILES string	Cc1cc(=O)n2nc(N3CCC(C(=O)NC[C@@H](C)c4ccccc4)CC3)sc2n1
F_max	1.3	eV/Å
energy above the lowest of the compared OMol25 structures with the same formula, charge and spin	0.772	eV
Kohn-Sham gap	8.5	eV
HOMO energy	-8.1	eV
charge	0

Listed below, in e, are the Mulliken charges computed for each atom: -1.154, 0.930, -0.818, 0.589, -0.641, 0.724, -1.285, 0.491, 0.187, -0.889, -1.381, 0.802, -0.099, -0.629, -0.129, -1.211, 0.141, -1.626, 0.704, -0.098, -0.767, -0.495, -0.649, -0.324, -0.827, -1.079, -0.231, 0.526, -0.601, 0.296, 0.296, 0.325, 0.365, 0.687, 0.335, 0.435, 0.379, 0.779, 0.309, 0.442, 0.374, 0.450, 0.438, 0.398, 0.325, 0.277, 0.396, 0.426, 0.395, 0.344, 0.284, 0.345, 0.157, 0.581